The following is a DFT calculation (ωB97M-V with the def2-TZVPD basis set) of an isolated molecule of C2H4N4O at a distorted geometry.

2S+1: 1
E: -10143.0753 eV
relative energy (zero: lowest compared OMol25 entry of this formula, charge and spin): 391.68 kJ/mol
Kohn-Sham gap: 9.73 eV
charge: 0
lowest unoccupied orbital energy: 0.027 Eh

The geometry in XYZ format:
```
11
Properties=species:S:1:pos:R:3:forces:R:3
H 0.739646 1.459605 1.263775 0.837 -0.827 -4.100
N 0.080235 0.407207 -0.517439 1.167 -0.131 0.855
N -1.234829 0.854145 -0.340563 -1.281 -2.839 1.563
O -1.091319 -1.377190 -0.008345 0.188 -1.892 0.929
C -1.840992 -0.253874 0.014921 -0.552 2.185 -0.020
N 1.358864 -1.623166 -0.082570 -2.846 0.061 -0.449
N 1.062040 1.185084 0.162198 -0.952 1.072 2.228
H -2.839514 -0.413376 0.487185 0.832 0.478 -1.119
H 2.336116 -1.254940 -0.427903 -3.504 0.072 0.982
H 1.245172 2.036616 -0.397361 -0.388 -0.648 0.777
C 0.184580 -1.020113 -0.153898 6.499 2.469 -1.646
```
Positions in Å, forces in eV/Å.



The following is a DFT calculation (ωB97M-V with the def2-TZVPD basis set) of a structure of composition Cl3CsO12 at a distorted geometry.

2S+1: 1
E: -62664.3347 eV
Kohn-Sham gap: 6.86 eV
charge: -2
lowest unoccupied orbital energy: 0.117 Eh

The geometry in XYZ format:
```
16
Properties=species:S:1:pos:R:3:forces:R:3
Cs 0.675290 1.044249 -1.820784 -0.426 -0.741 0.635
O -2.731454 -2.236319 0.045461 1.443 1.304 -0.244
Cl -0.694736 4.586411 2.542585 3.254 2.652 -0.758
O 2.612976 -3.804253 -3.912308 -1.810 -0.369 -4.618
O 0.552015 4.756868 3.245092 0.634 2.372 1.964
O -0.439940 -1.357825 -0.133915 -1.689 0.014 1.302
O -1.962801 -0.898410 1.799112 1.145 -0.155 -0.486
O -2.254314 0.136988 -0.305896 0.184 -0.947 0.115
O 1.870290 -2.415501 -2.196348 -3.078 1.926 -0.389
O -1.647994 5.755676 2.535156 1.814 -1.931 -0.156
O -0.102306 4.363881 1.211900 -2.758 -0.530 -0.961
Cl 2.270180 -3.732291 -2.558923 -0.090 2.506 -0.694
Cl -1.829320 -1.111536 0.375376 -0.891 0.120 -1.012
O 1.476995 -4.762529 -2.086490 -3.610 -2.086 0.190
O -1.257657 3.511068 3.227450 -2.831 -2.473 -0.212
O 3.462778 -3.836477 -1.967469 8.709 -1.663 5.325
```
Positions in Å, forces in eV/Å.



The following is a DFT calculation (ωB97M-V with the def2-TZVPD basis set) of a structure of composition C11H8ClNO4Y at a distorted geometry.

2S+1: 1
E: -34748.9121 eV
Kohn-Sham gap: 4.07 eV
charge: +3
lowest unoccupied orbital energy: -0.521 Eh

The geometry in XYZ format:
```
26
Properties=species:S:1:pos:R:3:forces:R:3
Y -0.002979 -0.153317 1.040475 0.005 -0.590 -0.252
C -0.014596 -1.721102 3.770563 -0.013 0.339 0.154
H 0.015830 -0.353856 6.841653 0.000 -0.359 0.257
O 3.385051 -0.047431 0.278664 -4.558 -0.063 2.566
C 0.014519 0.614827 3.658993 -0.004 -0.096 1.282
C -0.007683 -1.674771 5.119306 0.024 -0.728 1.185
Cl 0.034236 2.257018 5.740915 0.002 -0.411 0.045
C 0.016319 -2.494412 -0.122820 0.039 -4.686 -5.982
N -0.003598 -0.583460 3.109017 -0.002 -0.212 -1.744
C 0.018869 0.700152 5.033699 0.022 1.907 -0.033
O -3.391849 -0.057111 0.275591 4.695 -0.056 2.638
H 0.938650 1.248633 -3.820428 -0.265 0.082 -0.422
O -0.004881 3.411600 0.413657 -0.001 -5.854 1.921
C -2.357169 -0.070182 0.788711 -6.925 0.157 -3.097
H 0.939737 -1.189666 -3.817170 -0.265 0.030 -0.248
H -0.935860 -1.193069 -3.816961 0.265 0.030 -0.251
H -0.031892 -2.572834 3.161085 -0.014 -1.466 -0.301
H 0.023500 1.483478 3.022843 0.007 0.590 -0.096
C -0.001695 0.703010 -3.885649 0.001 -0.264 1.148
H -0.944200 1.245068 -3.821813 0.265 0.082 -0.418
C 0.000928 -0.634341 -3.843423 -0.002 0.032 0.535
H -0.011482 -2.570692 5.684915 -0.018 -0.785 0.456
C -0.005024 2.298017 0.746882 -0.001 7.046 -2.448
O 0.022886 -3.256987 -1.015653 -0.038 4.427 5.626
C 2.351269 -0.062453 0.790140 6.784 0.171 -3.022
C 0.010214 -0.468319 5.769207 -0.003 0.674 0.503
```
Positions in Å, forces in eV/Å.



The following is a DFT calculation (ωB97M-V with the def2-TZVPD basis set) of an isolated molecule of C4H6S at a distorted geometry.

2S+1: 1
E: -15078.1787 eV
relative energy (zero: lowest compared OMol25 entry of this formula, charge and spin): 155.73 kJ/mol
Kohn-Sham gap: 8.65 eV
charge: 0
lowest unoccupied orbital energy: 0.007 Eh

The geometry in XYZ format:
```
11
Properties=species:S:1:pos:R:3:forces:R:3
C 1.021423 -0.578986 0.000225 0.383 -1.702 -1.646
H 1.184120 1.617462 0.523711 -1.025 -1.685 -1.319
H 1.699932 -0.800830 0.772308 1.032 -0.462 0.494
C -1.396442 -0.281542 -0.229495 -3.128 -0.631 -0.499
C -0.281474 -0.168427 0.528811 2.119 2.801 4.230
C 0.689157 0.825564 -0.175355 1.153 2.361 1.055
H -1.030106 -0.767180 -1.069724 -0.470 -0.739 -2.748
H -0.346388 0.120223 1.597615 -0.136 -0.591 -0.685
H 0.988831 -1.287007 -0.879044 0.261 0.932 1.079
H 0.413060 1.257010 -1.131505 -0.035 -0.356 0.037
S -2.942118 0.063715 0.062454 -0.153 0.073 0.000
```
Positions in Å, forces in eV/Å.



The following is a DFT calculation (ωB97M-V with the def2-TZVPD basis set) of a cluster of 5 separate species, C11H18Br2FN3O6 in total at a distorted geometry.

2S+1: 1
E: -171246.2187 eV
relative energy (zero: lowest compared OMol25 entry of this formula, charge and spin): 160.53 kJ/mol
Kohn-Sham gap: 8.94 eV
charge: 0
lowest unoccupied orbital energy: -0.014 Eh

The geometry in XYZ format:
```
41
Properties=species:S:1:pos:R:3:forces:R:3
F 0.309717 -7.469751 -1.565391 0.374 0.144 0.160
O 8.771447 6.841719 2.033279 -0.073 -1.187 0.074
H 7.314977 7.396009 -0.581551 -0.113 -0.106 0.157
H 2.029027 -6.745081 -5.611601 -0.700 0.364 -0.453
C 7.050927 7.314909 0.472869 0.521 0.684 0.242
N -4.758483 -3.044191 -0.377521 2.314 1.945 4.388
C 0.442877 2.408279 1.987959 0.369 -0.021 -0.155
H -3.903883 -3.022561 -2.516821 1.028 0.432 1.398
N 8.329257 7.631359 1.258499 0.816 3.957 0.283
C 2.511857 -4.839861 -2.822461 -1.655 -1.547 -1.993
H -6.422333 5.066809 3.175329 -0.600 0.033 0.258
N -7.003053 3.827539 4.810969 1.225 1.202 -0.143
O 8.830747 8.820029 1.169739 -2.003 -3.426 -0.635
H -0.092663 0.286119 1.540529 -0.221 0.415 -0.174
H 1.578687 -5.175031 -0.961961 0.234 -0.692 0.505
H -6.610723 3.377139 2.708949 0.032 -0.264 0.596
C 1.765757 -6.346071 -4.643171 1.095 -0.030 0.326
H -5.201103 4.055679 3.654079 -0.100 -0.750 0.409
C 2.350547 -5.165871 -4.217381 1.497 1.068 1.651
C -4.665873 -3.342611 -1.806161 -2.280 -0.592 -1.659
C 1.134477 -6.765371 -2.374651 -0.553 0.069 -1.023
H 6.342367 8.097509 0.744129 0.222 0.081 -0.128
Br 0.943527 1.393449 -0.504431 -0.127 -0.301 -0.167
C 1.781947 -5.636861 -1.916841 0.185 0.926 -0.383
C 0.691417 1.030069 1.399669 0.231 -0.076 -0.070
H 6.616057 6.356309 0.755829 0.631 -0.003 0.008
O -7.569313 2.771769 4.931419 -0.346 0.113 0.537
H 0.634917 -8.054391 -3.998591 0.179 -0.205 -0.024
H -5.531803 -2.849501 -2.247871 -0.300 -0.192 0.170
H 3.092477 -4.008861 -2.450001 -0.194 0.220 -0.276
O -6.887373 4.738529 5.644779 -0.486 -1.534 -1.003
H -4.781523 -4.418631 -1.936251 0.071 0.103 0.267
H 1.331597 3.021339 1.838139 -0.078 -0.076 0.139
O -5.251493 -1.986871 0.073139 -0.073 -1.428 -2.410
O -4.187573 -3.780441 0.446319 -0.746 -0.260 -2.154
H 2.775937 -4.512531 -4.964771 0.304 0.027 0.011
H -0.375183 2.912349 1.473379 -0.097 -0.216 0.290
C -6.281393 4.039039 3.509909 0.277 1.195 -0.650
Br 0.093137 2.399679 3.901349 -0.040 -0.145 -0.166
H 1.622127 0.541819 1.688609 -0.047 0.414 0.301
C 1.177977 -7.162961 -3.721421 -0.773 -0.339 1.498
```
Positions in Å, forces in eV/Å.



The following is a DFT calculation (ωB97M-V with the def2-TZVPD basis set) of a cluster of 2 separate species, C11H15N in total at a distorted geometry.

2S+1: 1
E: -13138.4797 eV
relative energy (zero: lowest compared OMol25 entry of this formula, charge and spin): 223.03 kJ/mol
Kohn-Sham gap: 8.74 eV
charge: 0
lowest unoccupied orbital energy: 0.033 Eh

The geometry in XYZ format:
```
27
Properties=species:S:1:pos:R:3:forces:R:3
H 1.603677 3.117975 2.868683 0.703 -0.865 0.273
H -2.241801 2.566457 -1.702918 1.415 -1.428 1.335
C 2.238230 2.237925 2.595849 -1.098 -0.880 -0.863
H 3.314684 2.449611 2.659893 -0.560 0.159 0.912
C -1.600328 1.700405 -1.253622 -1.698 -0.263 -1.170
C -1.348604 -0.280812 0.117031 1.136 1.409 -2.422
C -0.056013 -0.642672 -0.536166 -3.628 4.579 -1.452
C 1.411275 -2.638272 -0.645752 -2.933 -2.086 -1.006
H -0.797364 -3.204596 1.186333 0.386 0.426 0.512
H 1.675013 1.079513 0.606207 -0.518 0.425 1.112
H 3.121299 1.826898 0.762671 0.289 0.716 -0.855
H 2.131027 -2.002977 -0.968062 2.197 1.723 -1.695
C 0.335370 -1.859743 -0.058404 -0.425 -0.242 1.370
H -2.845313 1.328847 0.514112 0.400 -0.801 -1.176
C -0.510791 1.232159 -2.051656 -0.533 1.612 1.829
C -0.616132 -2.176503 0.856883 0.293 -4.121 0.139
H -2.282477 -1.285824 1.645136 -0.787 -0.122 0.665
H 1.872738 -3.290242 0.000519 0.944 -1.590 1.807
H 0.923919 -3.297185 -1.430119 1.036 0.894 0.319
C -2.097536 0.910720 -0.218477 1.013 0.176 1.366
C 2.090181 2.019317 1.034463 1.037 -2.575 0.890
H 1.111404 -0.080833 -2.306300 0.089 0.170 0.427
H -0.224329 1.974511 -2.767906 0.422 -0.342 -0.903
H 1.624427 2.782786 0.485380 -0.272 1.343 -0.531
N -1.686988 -1.362697 0.860907 0.385 1.601 0.256
C 0.297065 0.211186 -1.637214 0.278 -1.628 -0.241
H 1.965717 1.291668 3.202410 0.427 1.710 -0.897
```
Positions in Å, forces in eV/Å.



The following is a DFT calculation (ωB97M-V with the def2-TZVPD basis set) of an isolated molecule of C4H4FN at a distorted geometry.

2S+1: 1
E: -8418.1704 eV
relative energy (zero: lowest compared OMol25 entry of this formula, charge and spin): 156.90 kJ/mol
Kohn-Sham gap: 11.23 eV
charge: 0
lowest unoccupied orbital energy: 0.034 Eh

The geometry in XYZ format:
```
10
Properties=species:S:1:pos:R:3:forces:R:3
C 1.709389 0.526413 0.037623 1.350 1.610 -0.592
C -0.724756 -0.080438 -0.783630 -0.611 2.687 -0.160
C -0.887272 0.044506 0.717992 3.214 1.284 -0.436
H -1.221796 -0.888820 -1.309943 0.478 -0.190 0.250
N 2.602906 1.268410 0.014735 -1.098 -1.044 0.249
H -1.181204 -0.776303 1.305163 -0.353 -1.157 0.257
H -0.821408 0.966666 1.356612 -0.430 -0.577 -1.453
H -0.813340 0.883282 -1.333738 0.084 -0.792 0.378
C 0.553545 -0.274378 -0.055470 -3.237 -2.875 1.505
F 0.783938 -1.669336 0.050656 0.603 1.052 0.002
```
Positions in Å, forces in eV/Å.



The following is a DFT calculation (ωB97M-V with the def2-TZVPD basis set) of an isolated molecule of C18H13N3O5 at a distorted geometry.

2S+1: 1
E: -33580.1684 eV
relative energy (zero: lowest compared OMol25 entry of this formula, charge and spin): 537.21 kJ/mol
Kohn-Sham gap: 6.86 eV
charge: 0
lowest unoccupied orbital energy: -0.072 Eh

The geometry in XYZ format:
```
39
Properties=species:S:1:pos:R:3:forces:R:3
O -0.335199 -3.748101 -1.611994 0.278 1.761 0.363
O -2.916603 -4.274932 -2.332038 -0.344 0.940 -0.903
C -3.499254 -1.806001 -4.938032 0.043 -1.217 0.328
H -0.701928 2.371815 -0.986310 0.337 -0.269 0.879
H 2.711887 -0.746148 1.628272 -0.793 0.167 -0.110
C 2.838785 2.708460 3.888916 -2.551 -1.326 -0.608
C -1.555894 -2.329902 -2.969820 -0.973 1.420 -0.688
H -2.223340 -0.278273 -5.609159 0.097 0.599 0.008
C -3.628074 -2.932312 -4.116451 -0.535 1.064 -0.361
C -0.601019 -2.568374 -1.865800 -0.895 -2.224 -0.335
N -0.687175 -0.244069 -1.118373 -0.567 1.057 -0.387
H 1.493304 3.750269 5.266605 0.449 0.275 0.143
C 0.881522 -0.372219 0.449161 2.955 6.084 6.309
C -0.384661 1.945492 0.000587 0.173 -0.416 -2.007
O 1.633161 -2.530500 0.184055 -2.089 1.459 -1.190
C 1.618735 3.013924 4.496150 -0.795 -0.724 -0.085
N 4.019495 3.395144 4.267244 1.472 2.044 1.489
C -0.135621 0.476039 -0.198899 0.688 -0.786 0.220
O 5.033790 3.216230 3.620918 -0.274 -0.172 0.068
C 1.728011 1.016357 2.492681 0.001 0.178 0.335
C -1.434848 -1.225052 -3.839912 -1.106 -1.352 0.052
H -1.173980 2.107988 0.678080 -1.021 0.204 0.953
C -2.696409 -3.171824 -3.140686 1.285 -1.148 1.365
C 0.858518 -1.592794 -0.122276 2.777 -5.821 -0.780
C 0.523812 1.313805 3.130731 -0.606 0.490 0.478
H -4.245708 -1.625390 -5.694540 -0.060 0.075 -0.127
O 3.950854 4.178274 5.236586 -0.094 -1.275 -1.405
H -0.463289 2.469976 4.676876 0.184 0.037 -0.220
H -0.381824 0.770751 2.853258 0.285 0.082 0.125
C -2.379307 -1.011683 -4.844615 0.509 0.018 0.215
H 3.829141 1.522196 2.449847 -0.184 -0.201 0.103
C 0.466510 2.287852 4.142919 0.776 -0.230 -0.574
H 0.492956 2.464532 0.368795 0.176 -0.046 -0.060
H -0.615596 -0.569978 -3.721513 0.777 0.583 0.005
H -2.093805 -4.515929 -1.900006 0.530 0.041 0.168
N -0.133607 -1.503628 -1.097327 0.199 -1.178 -0.218
C 2.863241 1.698254 2.920558 1.318 0.684 -0.080
C 1.832912 -0.081162 1.533430 -2.414 -0.769 -3.426
H -4.489495 -3.579086 -4.177921 -0.011 -0.106 -0.039
```
Positions in Å, forces in eV/Å.



> Among the records above, which one has the highest charge?

C11H8ClNO4Y



> Among the records above, which one has the lowest Kohn-Sham gap?

C11H8ClNO4Y



> Number 1 is which compound?

C2H4N4O



> The lowest lowest unoccupied orbital energy belongs to which entry?

C11H8ClNO4Y